i | 23
Properties=species:S:1:pos:R:3:nbo_charge:R:1 method="wB97M-V/def2-TZVPD" spin_multiplicity=1 lumo_ha=-0.10857 charge=+1
H -1.0490 2.4221 -1.6896 0.390
H -0.3336 3.3729 1.1389 0.215
H 0.9639 1.2700 -0.5511 0.209
H -0.6267 -3.4936 0.1552 0.246
H 0.2967 3.7674 -0.2486 0.238
C 0.4328 3.0131 0.5406 -0.636
C 0.2471 -3.0023 -0.3219 -0.605
N -0.7168 -0.7524 0.3808 -0.514
H -1.0826 0.7978 1.8514 0.246
H -1.1900 -0.6369 -0.4767 0.447
H 1.4286 3.1872 0.9515 0.234
H 1.0836 -4.3741 -2.3040 0.177
H 1.1059 -0.9424 -0.8018 0.260
H 1.1966 -3.5253 0.1507 0.273
C -0.3090 0.5970 1.0958 -0.224
N -1.0982 1.7657 -0.9697 -0.869
C 0.0573 1.6055 0.0078 -0.079
H -1.3217 -1.2880 0.9332 0.417
S 0.2869 -3.2624 -2.1267 -0.030
H 1.1919 -1.4457 1.0307 0.236
H 0.7937 0.4824 1.5540 0.249
C 0.5732 -1.5706 0.0907 -0.234
H -1.9306 2.0127 -0.3912 0.358



ii | 23
Properties=species:S:1:pos:R:3:nbo_charge:R:1 method="wB97M-V/def2-TZVPD" spin_multiplicity=1 lumo_ha=-0.13265 charge=+1
H -2.0856 -1.7794 3.0281 0.263
H 0.1621 -0.2170 -4.2374 0.194
C -1.7557 -1.5201 2.0157 -0.738
H -1.3660 -0.3242 -2.4043 0.362
H 0.3374 3.2507 0.8744 0.251
H 0.8970 -1.8576 0.6717 0.259
H -0.8206 -2.1346 1.7120 0.238
H 0.1557 0.9746 -3.1365 0.193
H 1.6953 2.9475 2.1407 0.241
H -2.3872 -1.5049 1.1290 0.241
H -0.6765 -1.7338 -2.6170 0.374
H 1.2558 -0.2105 -2.8627 0.182
H 1.5799 -0.8111 -0.2803 0.242
H 0.0661 2.3267 2.5159 0.228
C 0.6808 2.6080 1.7398 -0.410
N -0.4866 -0.7868 -2.2917 -0.835
C 0.3523 0.1777 1.1448 0.397
C 0.3281 0.0065 -3.1835 -0.400
C 0.6835 -0.9647 0.2754 -0.776
H -0.2283 -1.1209 -0.4880 0.349
S -1.2982 0.2269 2.2830 0.229
N 0.9854 1.3115 1.1440 -0.497
H 1.9251 1.1355 0.8269 0.414



Which of them is the least stable? Correct choice: ii.